(1)
The following is a DFT calculation (ωB97M-V/def2-TZVPD) of a gas-phase ion, C8H14N3O3 (charge +1).

Structure (XYZ):
```
28
Properties=species:S:1:pos:R:3:nbo_charge:R:1
C -0.079 -1.765 -0.001 0.6532
C 1.681 0.102 -0.346 0.8049
C -2.350 -1.045 0.704 -0.2170
C -1.835 0.526 -1.270 -0.2654
C -1.911 0.357 0.279 -0.0691
C 0.182 -0.244 -0.203 0.1196
C -0.104 1.894 0.970 -0.4242
C 3.809 -0.102 0.595 -0.2684
N -1.346 -2.028 0.346 -0.6064
N -0.544 0.531 0.723 -0.4150
N -0.461 0.091 -1.595 -0.5493
O 0.767 -2.584 -0.246 -0.5493
O 2.036 0.718 -1.322 -0.5929
O 2.393 -0.318 0.649 -0.4514
H -2.496 -1.050 1.790 0.2246
H -3.298 -1.314 0.231 0.2174
H -2.573 -0.088 -1.781 0.2440
H -1.982 1.569 -1.547 0.2426
H -2.571 1.096 0.733 0.2555
H 0.888 1.869 1.414 0.2305
H -0.080 2.520 0.072 0.1824
H -0.782 2.339 1.694 0.2340
H 4.190 -0.377 1.574 0.2214
H 4.027 0.943 0.368 0.2077
H 4.246 -0.737 -0.176 0.2140
H -1.555 -2.994 0.565 0.4311
H -0.422 -0.722 -2.216 0.4515
H 0.167 0.811 -2.004 0.4740
```

Calculated values
Gap between HOMO and LUMO ... 10.743 eV
Net charge ... +1

(2)
The following is a DFT calculation (ωB97M-V/def2-TZVPD) of a gas-phase ion, C8H14N3O3 (charge +1).

Structure (XYZ):
```
28
Properties=species:S:1:pos:R:3:nbo_charge:R:1
C -1.947 0.464 -1.966 0.6940
C 0.640 -0.645 0.094 0.7690
C -2.625 1.852 -1.669 -0.5011
C -2.420 2.038 -0.211 -0.3938
C -0.964 1.486 -0.063 0.2008
C 1.288 0.977 2.073 -0.4332
C 1.634 -2.357 -1.126 -0.4519
C 2.074 -2.255 1.280 -0.3990
N -0.770 0.638 -1.205 -0.1875
N 0.368 0.097 1.315 -0.1502
N 1.370 -1.701 0.140 -0.3195
O -2.302 -0.530 -2.523 -0.4910
O -0.038 -0.525 -1.003 -0.2715
O -0.913 0.713 1.158 -0.3448
H -2.161 2.651 -2.161 0.2457
H -3.629 1.590 -1.802 0.2557
H -2.480 3.015 0.159 0.2376
H -3.118 1.423 0.330 0.2383
H -0.291 2.339 0.040 0.1900
H 1.155 1.998 1.776 0.2226
H 0.983 0.872 3.114 0.2384
H 2.300 0.505 2.114 0.2336
H 2.129 -1.743 -1.927 0.2363
H 0.763 -2.500 -1.660 0.2477
H 2.400 -3.131 -1.016 0.2445
H 1.553 -3.199 1.643 0.2406
H 1.970 -1.637 2.117 0.2248
H 3.031 -2.438 0.977 0.2239
```

Calculated values
Gap between HOMO and LUMO ... 10.395 eV
Net charge ... +1

Energies in eV, measured from the most stable structure: (1) 0.000; (2) 5.378.

(1)
The following is a DFT calculation (ωB97M-V/def2-TZVPD) of C5H7FN2 in the gas phase.

Structure (XYZ):
```
15
Properties=species:S:1:pos:R:3:nbo_charge:R:1
C 1.538 -1.263 0.264 -0.2810
C 0.775 0.077 0.549 -0.1495
C 1.160 -1.901 -0.862 -0.0260
C -1.352 1.892 0.472 -0.6454
C -0.802 0.490 0.643 0.4994
N -0.189 0.014 -0.601 -0.3149
N -0.064 -1.248 -1.180 -0.4513
F -1.289 -0.325 1.546 -0.3222
H 2.415 -1.417 0.862 0.2182
H 1.396 1.080 0.426 0.1696
H -1.689 2.170 1.462 0.2228
H -0.570 2.523 0.110 0.2370
H -2.310 1.830 -0.163 0.2297
H 1.441 -2.763 -1.384 0.2297
H -0.460 -1.159 -2.143 0.3840
```

Calculated values
Gap between HOMO and LUMO ... 8.217 eV
Net charge ... 0

(2)
The following is a DFT calculation (ωB97M-V/def2-TZVPD) of C5H7FN2 in the gas phase.

Structure (XYZ):
```
15
Properties=species:S:1:pos:R:3:nbo_charge:R:1
C -1.064 -1.862 0.637 0.0386
C -0.293 -0.705 0.124 -0.1117
C 0.498 -0.676 -0.943 0.0124
C 0.621 1.480 -0.150 0.4601
C -0.290 0.671 0.761 -0.4966
H -0.777 -2.107 1.673 0.1658
H -0.891 -2.723 0.045 0.1709
H 0.742 -1.469 -1.623 0.2128
H 1.572 0.857 -1.933 0.4041
H 1.523 3.056 -0.708 0.3292
H -1.282 1.105 0.805 0.2530
H 0.100 0.644 1.776 0.2417
N 1.097 0.579 -1.105 -0.6202
N 0.872 2.724 -0.013 -0.6900
F -2.429 -1.575 0.654 -0.3703
```

Calculated values
Gap between HOMO and LUMO ... 9.136 eV
Net charge ... 0

(3)
The following is a DFT calculation (ωB97M-V/def2-TZVPD) of C5H7FN2 in the gas phase.

Structure (XYZ):
```
15
Properties=species:S:1:pos:R:3:nbo_charge:R:1
C -1.519 -0.674 -0.371 -0.4297
C -1.330 0.676 0.037 -0.2064
C -0.704 -1.725 -0.615 -0.4864
C -0.272 1.529 -0.087 -0.1291
C 1.552 0.014 0.051 0.8787
N 1.047 1.183 -0.400 -0.5688
N 1.295 -0.680 1.211 -0.7712
F 2.709 -0.338 -0.493 -0.2947
H -2.665 -0.890 -0.544 0.1679
H -2.177 1.120 0.296 0.2014
H -1.108 -2.510 -1.309 0.1492
H -0.498 2.497 0.102 0.1988
H 1.646 1.951 -0.654 0.4278
H 1.635 -1.632 1.160 0.4320
H 0.389 -0.520 1.615 0.4303
```

Calculated values
Gap between HOMO and LUMO (alpha / beta) ... 6.578 / 6.577 eV
Net charge ... 0

(4)
The following is a DFT calculation (ωB97M-V/def2-TZVPD) of C5H7FN2 in the gas phase.

Structure (XYZ):
```
15
Properties=species:S:1:pos:R:3:nbo_charge:R:1
C 2.265 -1.100 0.180 -0.4144
C 0.290 1.618 0.089 -0.0103
C -0.829 0.804 0.569 -0.3463
C -1.372 -0.171 -0.439 0.1941
C -0.189 -0.610 0.263 -0.1036
H 2.129 -2.139 -0.001 0.2026
H 2.513 -0.886 1.230 0.1869
H 3.165 -0.761 -0.474 0.2247
H 0.305 2.730 0.044 0.2111
H -1.449 1.017 1.461 0.2519
H -1.430 0.039 -1.509 0.1820
H -0.347 -1.488 0.862 0.2350
N 1.087 -0.338 -0.327 -0.2582
N 1.355 1.008 -0.380 -0.2158
F -2.552 -0.715 -0.072 -0.3397
```

Calculated values
Gap between HOMO and LUMO ... 9.606 eV
Net charge ... 0

Energies in eV, measured from the most stable structure: (1) 4.446; (2) 0.000; (3) 4.780; (4) 2.097.

(1)
The following is a DFT calculation (ωB97M-V/def2-TZVPD) of 5 unconnected molecules or ions with the total composition C3H15N2O2.

Structure (XYZ):
```
22
Properties=species:S:1:pos:R:3:nbo_charge:R:1
C -0.731 0.878 0.982 -0.3551
C -2.068 0.438 1.516 -0.4122
C -2.091 1.680 0.732 -0.3859
N -2.277 -0.288 -1.291 -0.4455
N -1.422 -2.624 -0.541 -0.7439
H 0.104 1.093 1.625 0.2542
H -0.495 0.220 0.165 0.2151
H -2.444 -0.418 0.950 0.2092
H -2.341 0.461 2.560 0.2516
H -2.542 1.756 -0.273 0.2154
H -2.662 2.391 1.328 0.2734
H -1.618 -1.669 -0.859 0.3428
H -2.170 -0.637 -2.253 0.3824
H -3.182 0.127 -1.029 0.3927
H -2.031 -3.336 -0.912 0.4020
H -1.227 -2.657 0.458 0.4036
H 5.931 0.496 1.560 0.4727
H 5.098 -0.277 0.486 0.4792
O 5.443 0.575 0.732 -0.9525
H 4.931 0.929 -1.885 0.4808
H 3.519 0.595 -2.255 0.4615
O 4.276 0.264 -1.795 -0.9416
```

Calculated values
Gap between HOMO and LUMO ... 3.441 eV
Net charge ... +1

(2)
The following is a DFT calculation (ωB97M-V/def2-TZVPD) of 3 unconnected molecules or ions with the total composition C3H15N2O2.

Structure (XYZ):
```
22
Properties=species:S:1:pos:R:3:nbo_charge:R:1
C 0.043 0.815 -0.587 -0.2305
C -0.915 0.406 -1.696 -0.4502
C -1.519 -0.959 -1.430 -0.2271
N -0.434 -2.006 -1.554 -0.8516
N 1.089 -0.254 -0.378 -0.7380
H -0.459 1.034 0.355 0.2351
H 0.574 1.750 -0.790 0.2224
H -0.483 0.549 -2.692 0.2266
H -1.742 1.118 -1.701 0.2503
H -1.920 -1.065 -0.439 0.2087
H -2.247 -1.204 -2.196 0.2131
H -0.222 -2.114 -2.539 0.3790
H -0.786 -2.912 -1.281 0.3920
H 1.919 0.010 -0.917 0.4221
H 1.295 -0.285 0.625 0.4687
H 0.673 -1.167 -0.730 0.4527
H 2.461 -0.566 2.828 0.4962
H 1.589 0.809 2.968 0.5149
O 1.958 0.118 2.384 -0.9958
H -0.486 2.651 2.909 0.4894
H -0.187 1.544 3.903 0.4838
O -0.203 1.729 2.958 -0.9618
```

Calculated values
Gap between HOMO and LUMO ... 11.470 eV
Net charge ... +1

(3)
The following is a DFT calculation (ωB97M-V/def2-TZVPD) of 3 unconnected molecules or ions with the total composition C3H15N2O2.

Structure (XYZ):
```
22
Properties=species:S:1:pos:R:3:nbo_charge:R:1
N 2.142 -0.844 0.438 -0.6937
C 1.476 -1.887 -0.469 -0.2163
C 0.056 -1.324 -0.882 -0.2545
N 0.195 0.152 -1.048 -0.6654
C -0.498 0.639 -2.305 -0.4375
H 2.138 -1.130 1.415 0.4370
H 3.116 -0.888 0.179 0.4373
H 1.698 0.076 0.275 0.4692
H 2.236 -2.018 -1.236 0.2170
H 1.404 -2.811 0.111 0.2268
H -0.075 -1.806 -1.851 0.2259
H -0.630 -1.745 -0.144 0.2132
H -0.437 0.426 -0.296 0.3782
H -0.298 0.002 -3.163 0.2128
H 0.191 1.468 -2.537 0.2133
H -1.460 1.081 -2.111 0.2340
H -0.406 1.541 4.218 0.4657
H -0.686 0.870 5.537 0.4779
O -0.045 0.855 4.806 -0.9433
H -3.746 1.861 0.079 0.4788
H -3.361 3.101 -0.768 0.4838
O -3.010 2.381 -0.248 -0.9603
```

Calculated values
Gap between HOMO and LUMO ... 10.604 eV
Net charge ... +1

Energies in eV, measured from the most stable structure: (1) 9.355; (2) 0.000; (3) 1.875.